No. 1
An isolated molecule of C21H20F3N3O3 at a distorted geometry. Source: OMol25; level of theory: the ωB97M-V functional and the def2-TZVPD basis.

Its HOMO-LUMO gap is 0.3399 Ha. As for the LUMO energy: 0.01188 Eh. The value obtained for the highest occupied orbital energy is -0.3280 hartree. As for the SMILES: COCC/N=C/[C@H]1C(=O)N(C)c2ccc(C(F)(F)F)cc2N(c2ccccc2)C1=O.

Structure (XYZ):
```
50
Properties=species:S:1:pos:R:3:forces:R:3:nbo_charge:R:1
C 5.253467 -1.461899 -1.921012 -0.19 0.02 0.11 -0.24
O 4.689071 -0.190988 -1.599504 -0.07 -0.21 0.01 -0.55
C 3.420011 0.082961 -2.222090 1.39 0.22 -0.32 -0.06
C 2.693585 1.131750 -1.422179 -0.27 1.30 -0.24 -0.27
N 1.348781 1.257085 -1.994018 -2.01 1.67 1.37 -0.40
C 0.508117 2.090436 -1.434396 3.24 -2.94 -0.77 0.13
C -0.927232 1.995307 -1.751307 0.04 -1.88 0.90 -0.44
C -1.310319 0.719112 -2.482669 -0.87 -1.02 -3.04 0.72
O -1.627892 0.792427 -3.671624 0.16 0.26 1.43 -0.59
N -1.438575 -0.536767 -1.867292 -0.14 1.46 0.41 -0.48
C -2.240673 -1.576573 -2.517898 0.89 -0.33 -1.13 -0.41
C -0.663901 -0.838343 -0.744838 0.70 -0.39 0.38 0.16
C 0.287050 -1.869172 -0.872781 0.45 0.01 1.41 -0.23
C 1.104602 -2.213579 0.216041 0.12 -0.37 -0.15 -0.12
C 1.037362 -1.525145 1.446662 -1.59 0.98 -1.19 -0.19
C 1.989221 -1.918597 2.564336 -0.83 0.71 -0.81 0.98
F 3.286036 -1.780301 2.126273 -1.18 -0.21 1.04 -0.32
F 1.756749 -1.150897 3.662718 0.83 -0.61 -0.62 -0.32
F 1.775168 -3.203288 2.902881 0.60 0.31 0.15 -0.31
C 0.067035 -0.477765 1.550764 0.83 -0.12 -0.33 -0.13
C -0.766193 -0.101320 0.448590 1.54 -1.54 0.24 0.11
N -1.641658 0.993282 0.544203 0.77 0.75 -1.37 -0.48
C -2.405422 1.106031 1.716526 -2.43 -1.33 1.49 0.13
C -3.397066 0.108710 1.955514 -0.30 1.04 0.79 -0.19
C -4.271143 0.181393 3.070147 1.11 0.12 0.05 -0.21
C -4.074916 1.204166 4.016270 0.06 0.50 -0.76 -0.20
C -3.103013 2.213338 3.768927 -0.82 -1.59 0.14 -0.21
C -2.290255 2.122859 2.644457 0.47 1.20 -0.37 -0.20
C -1.680694 2.016514 -0.414235 -0.97 2.19 0.10 0.71
O -2.302034 3.054817 -0.233658 0.00 -1.00 0.66 -0.58
H 6.284488 -1.607477 -1.508277 -1.00 0.60 -0.23 0.20
H 5.268384 -1.641176 -2.993077 0.25 0.23 -0.36 0.16
H 4.604939 -2.239729 -1.529424 -0.07 -0.34 0.35 0.16
H 3.614024 0.490218 -3.225338 -0.12 -0.18 0.00 0.17
H 2.791587 -0.796983 -2.347824 0.01 -0.28 0.26 0.17
H 3.198871 2.139328 -1.490557 -0.17 -1.10 0.30 0.20
H 2.584431 0.815661 -0.381128 0.25 0.09 0.03 0.21
H 0.793625 2.703613 -0.576563 0.09 0.30 -0.09 0.17
H -1.184878 2.855473 -2.364099 -0.70 -0.13 0.20 0.29
H -3.293208 -1.330567 -2.455496 -0.20 0.22 -0.20 0.21
H -1.918095 -1.669692 -3.589240 -0.51 0.05 0.95 0.23
H -2.118844 -2.555223 -2.028603 0.26 0.55 0.02 0.21
H 0.423578 -2.405548 -1.813130 -0.27 0.26 0.24 0.23
H 1.810827 -3.063421 0.099618 -0.46 0.78 0.10 0.22
H 0.014856 0.123861 2.470037 -0.06 -0.41 -0.43 0.24
H -3.544528 -0.682139 1.249129 0.10 -0.32 -0.39 0.21
H -5.051540 -0.583911 3.260892 0.68 0.58 -0.38 0.22
H -4.765906 1.247464 4.867837 0.53 0.15 -0.26 0.22
H -2.978174 3.025742 4.466394 0.00 0.11 0.01 0.22
H -1.609706 2.948954 2.404045 -0.14 -0.38 0.28 0.23
```
Positions in Å, forces in eV/Å.


No. 2
A structure of composition C21H20F4N2O4ReS2. Source: OMol25; level of theory: the ωB97M-V functional and the def2-TZVPD basis.

Its HOMO-LUMO gap (spin up / spin down) is 0.2611 / 0.2752 Ha. As for the LUMO energy (spin up / spin down): -0.04775 / -0.04928 Eh. The value obtained for the highest occupied orbital energy (spin up / spin down) is -0.3089 / -0.3245 hartree. As for the spin multiplicity: 2.

Structure (XYZ):
```
54
Properties=species:S:1:pos:R:3:forces:R:3:mulliken_spin:R:1
Re -0.564970 -0.518869 -1.167404 -0.30 -0.37 -0.57 0.92
C -1.158239 -0.183597 -4.300396 0.00 0.00 -0.03 0.00
C -2.405107 -0.039593 -3.493238 0.11 0.00 0.03 0.04
C -3.618232 0.245817 -4.157505 -0.01 0.00 0.01 -0.01
C -4.776000 0.394570 -3.461726 0.00 0.00 0.00 0.03
C -4.767121 0.242498 -2.059887 0.01 0.00 -0.01 -0.01
C -5.932005 0.364622 -1.268013 0.00 0.00 0.02 0.01
C -5.862429 0.193445 0.084967 0.00 0.00 -0.01 -0.01
C -4.631704 -0.109654 0.697605 -0.01 0.01 0.00 0.01
C -3.488977 -0.227216 -0.049404 0.01 0.01 0.00 -0.01
S -1.917937 -0.619750 0.634696 0.05 -0.02 0.15 -0.04
C -3.539417 -0.047115 -1.442933 -0.03 -0.01 -0.04 0.00
N -2.364694 -0.169600 -2.168618 -0.11 0.11 0.22 -0.03
H -1.395300 -0.123685 -5.359911 0.00 0.01 0.00 0.00
H -0.664832 -1.131714 -4.093019 0.00 0.00 0.00 0.00
H -0.443228 0.600646 -4.049501 -0.01 0.00 0.00 0.00
H -3.594823 0.348997 -5.232464 0.01 0.00 0.00 0.00
H -5.705178 0.624106 -3.968888 0.00 0.00 0.00 0.00
H -6.871150 0.593372 -1.755140 0.00 0.00 0.00 0.00
H -6.751209 0.286561 0.694144 0.00 0.00 0.00 0.00
H -4.580616 -0.251832 1.769554 0.01 0.00 0.00 0.00
F 2.337887 1.895419 -3.268724 -0.15 0.18 -0.02 0.00
C 3.065689 0.841471 -3.482740 -0.02 -0.09 -0.13 0.00
F 3.628642 0.602200 -2.337307 0.13 -0.10 0.18 0.00
F 0.928544 -0.507165 -2.446788 0.07 -0.13 0.23 0.00
C 4.414681 -3.713007 1.188540 -0.01 -0.01 0.03 0.00
C 3.835580 -2.547050 1.932024 -0.30 0.03 0.14 0.00
C 4.608266 -1.431422 2.234998 0.04 0.09 0.02 0.00
C 4.058626 -0.337703 2.882703 0.08 0.03 0.01 0.00
C 2.714110 -0.346435 3.222658 -0.02 0.09 -0.27 0.00
C 1.919749 -1.448837 2.937515 0.08 -0.15 0.07 0.00
C 2.490987 -2.550201 2.312680 0.15 0.15 0.03 0.00
S 2.011215 1.065418 4.016810 -0.29 0.26 0.04 0.00
O 2.850611 1.444303 5.114417 0.13 0.01 -0.01 0.00
O 0.625067 0.770538 4.228811 -0.04 -0.05 -0.15 0.00
N 2.112571 2.348864 2.978928 0.23 -0.25 -0.15 0.00
C 1.709107 2.342392 1.562242 -0.23 -0.01 0.23 0.00
C 0.184427 2.329553 1.427640 0.06 -0.13 -0.03 0.00
C -0.303860 2.261349 0.000556 -0.01 0.11 -0.43 0.01
O -0.997237 3.095492 -0.504977 -0.25 0.18 0.03 0.01
O 0.121641 1.200723 -0.729711 0.45 0.01 0.61 0.03
H 5.503197 -3.716219 1.235001 -0.03 -0.01 -0.02 0.00
H 4.112881 -3.653683 0.142618 0.06 -0.07 -0.08 0.00
H 4.043765 -4.657720 1.586195 0.02 0.00 -0.01 0.00
H 5.657347 -1.422812 1.967268 0.02 0.01 0.00 0.00
H 4.676308 0.514250 3.140257 -0.01 0.00 -0.02 0.00
H 0.884204 -1.453513 3.251792 0.00 0.03 -0.08 0.00
H 1.893842 -3.434201 2.130659 -0.07 0.01 -0.07 0.00
H 2.973126 2.844778 3.163768 0.00 0.00 0.00 0.00
H 2.150649 1.524817 0.986348 0.06 -0.13 0.14 0.00
H 2.103054 3.274214 1.156463 0.00 -0.03 -0.08 0.00
H -0.239664 3.235631 1.854288 0.02 -0.02 0.07 0.00
H -0.218624 1.477019 1.978653 -0.02 -0.04 -0.05 0.00
F -0.823222 -2.320471 -1.716505 0.18 0.28 0.01 0.04
```
Positions in Å, forces in eV/Å.


Quick rundown of energy above the lowest of the compared OMol25 structures with the same formula, charge and spin, same order as above: 2.091 2.235 eV